1.
# C32H34N7O2P2PtSe2

C32H34N7O2P2PtSe2 as an isolated structure (wB97M-V/def2-TZVPD, the Open Molecules 2025 dataset).

Cartesian coordinates (Å):
Pt 2.024 -1.785 0.315
Se -4.246 0.951 0.781
P -2.604 1.885 -0.133
C -2.821 2.092 -1.921
C -4.057 2.570 -2.357
C -4.299 2.735 -3.710
C -3.318 2.406 -4.637
C -2.094 1.918 -4.208
C -1.840 1.766 -2.852
C -2.217 3.513 0.549
C -2.089 3.626 1.932
C -1.809 4.855 2.500
C -1.667 5.977 1.692
C -1.800 5.867 0.317
C -2.072 4.633 -0.259
C -1.024 1.006 0.023
C -0.638 -0.309 0.288
N 0.709 -0.301 0.207
N 1.134 0.922 -0.088
N 0.102 1.717 -0.197
P -1.363 -1.943 0.473
Se 0.274 -3.206 1.191
C -1.978 -2.436 -1.141
C -1.557 -3.625 -1.727
C -2.045 -3.982 -2.975
C -2.941 -3.153 -3.634
C -3.363 -1.967 -3.047
C -2.887 -1.604 -1.799
C -2.667 -1.998 1.685
C -3.864 -2.645 1.400
C -4.854 -2.694 2.369
C -4.643 -2.104 3.606
C -3.438 -1.473 3.892
C -2.443 -1.422 2.935
H -4.831 2.792 -1.632
H -5.257 3.112 -4.043
H -3.512 2.527 -5.695
H -1.331 1.656 -4.930
H -0.876 1.399 -2.525
H -2.234 2.753 2.559
H -1.713 4.944 3.574
H -1.460 6.941 2.139
H -1.695 6.741 -0.311
H -2.165 4.549 -1.334
H -0.845 -4.261 -1.215
H -1.721 -4.907 -3.433
H -3.317 -3.434 -4.609
H -4.068 -1.322 -3.556
H -3.248 -0.697 -1.327
H -4.032 -3.084 0.426
H -5.792 -3.186 2.154
H -5.423 -2.135 4.356
H -3.280 -1.015 4.859
H -1.502 -0.929 3.148
N 3.672 -1.395 2.267
C 4.770 -2.336 2.035
C 6.150 -1.732 2.302
C 6.401 -0.325 1.758
C 6.636 -0.181 0.255
N 5.525 -0.589 -0.618
C 4.345 -0.010 -0.696
N 4.060 1.149 -0.113
N 3.351 -0.629 -1.385
C 4.663 -3.002 0.646
O 5.682 -3.350 0.064
O 3.480 -3.178 0.141
H 3.993 -0.438 2.324
H 3.161 -1.592 3.116
H 4.648 -3.180 2.720
H 6.898 -2.422 1.913
H 6.289 -1.681 3.383
H 7.308 0.052 2.233
H 5.616 0.366 2.082
H 7.475 -0.804 -0.049
H 6.910 0.849 0.014
H 5.591 -1.548 -0.958
H 4.783 1.709 0.304
H 3.112 1.502 -0.144
H 3.598 -1.420 -1.967
H 2.579 -0.049 -1.698

Computed properties:
HOMO: -10.16 eV
E_tot: -7378.385381 hartree
Energy above the lowest of the compared OMol25 structures with the same formula, charge and spin: 0.0 kJ/mol
LUMO energy: -0.1083 Eh
Kohn-Sham gap: 7.210 eV
Total charge: +1

Atomic partial charges in e from the Löwdin method, atoms 1 to 6: Pt 0.802; Se 0.391; P 0.526; C -0.375; C -0.101; C -0.064

***

2.
# C2H5N3O

One molecule with the formula C2H5N3O at a distorted geometry (wB97M-V/def2-TZVPD, the Open Molecules 2025 dataset).

Cartesian coordinates (Å):
C 2.093 -0.317 -0.071
N 0.869 -0.205 0.157
O 0.506 1.086 -0.068
C -0.892 1.225 0.039
N -1.834 0.396 0.044
N -1.657 -0.927 -0.139
H 2.677 -1.196 0.152
H 2.673 0.508 -0.352
H -1.066 2.274 -0.004
H -0.842 -1.334 0.321
H -2.527 -1.509 -0.080

Computed properties:
HOMO: -8.35 eV
E_tot: -318.587765 hartree
Energy above the lowest of the compared OMol25 structures with the same formula, charge and spin: 427.2 kJ/mol
LUMO energy: 0.0399 Eh
Kohn-Sham gap: 9.434 eV
Total charge: 0
SMILES: C=NO/C=N\N

Atomic partial charges in e from the Löwdin method, atoms 1 to 6: C 0.001; N -0.043; O -0.083; C -0.215; N -0.039; N -0.032

***

3.
# C4H8N2O

One molecule with the formula C4H8N2O at a distorted geometry (wB97M-V/def2-TZVPD, the Open Molecules 2025 dataset).

Cartesian coordinates (Å):
C 1.573 -1.968 -0.471
C 0.736 -1.060 -0.857
C 0.407 0.112 0.043
N 1.193 0.955 0.463
N 0.594 1.824 1.350
O -0.836 -0.122 0.588
C -1.906 0.306 -0.282
H 2.102 -1.680 0.480
H 2.096 -2.717 -1.158
H -0.005 -1.567 -1.485
H 1.110 2.710 1.564
H -0.392 1.938 1.210
H -2.240 1.361 -0.024
H -2.781 -0.283 -0.033
H -1.650 0.190 -1.388

Computed properties:
HOMO: -8.67 eV
E_tot: -341.833579 hartree
Energy above the lowest of the compared OMol25 structures with the same formula, charge and spin: 446.5 kJ/mol
LUMO energy: 0.0350 Eh
Kohn-Sham gap: 9.620 eV
Total charge: 0
SMILES: C=C/C(=N/N)OC

Atomic partial charges in e from the Löwdin method, atoms 1 to 6: C -0.016; C -0.132; C -0.461; N 0.060; N 0.010; O -0.116

***

4.
# C3H7N2

A 2-piece molecular cluster, C3H7N2 overall at a distorted geometry (wB97M-V/def2-TZVPD, the Open Molecules 2025 dataset).

Cartesian coordinates (Å):
C -1.514 -0.841 0.476
C -1.681 -0.473 -0.790
C -0.324 -0.830 -0.305
N 0.453 1.180 0.326
N 0.828 -1.495 -0.447
H -2.101 -0.986 1.397
H -2.233 -0.001 -1.474
H -0.290 1.916 0.399
H 1.054 1.474 -0.460
H 1.129 1.244 1.099
H 1.645 -1.170 -0.969
H 1.117 -2.236 0.236

Computed properties:
HOMO: -14.94 eV
E_tot: -227.661805 hartree
Energy above the lowest of the compared OMol25 structures with the same formula, charge and spin: 243.0 kJ/mol
LUMO energy: -0.1335 Eh
Kohn-Sham gap: 11.308 eV
Total charge: +1

Atomic partial charges in e from the Löwdin method, atoms 1 to 6: C 0.092; C 0.167; C -0.238; N 0.055; N 0.152; H 0.146